ORCA calculation (wB97M-V/def2-TZVPD) on a cluster of 11 separate species, C21H53IN23O10 in total.

```
108
Properties=species:S:1:pos:R:3:forces:R:3
C 2.17032 2.28372 -1.61450 0.4534 -0.2495 0.1023
C 1.66698 1.10374 -0.79378 -0.0544 0.6078 0.1906
I 0.30251 -0.09621 -1.89724 0.1095 -0.2677 0.0708
C 2.73655 0.18117 -0.22134 -0.3020 -0.5072 0.0648
N 3.79850 0.89077 0.50321 -0.2779 -0.0024 -0.2450
C 4.85522 1.56385 -0.07520 -0.0982 -0.1283 -0.2382
C 5.60200 2.06234 0.92513 0.3712 0.2036 -0.0576
N 4.99413 1.68303 2.09513 0.1941 0.0393 0.1219
C 3.90599 0.96383 1.82649 -0.0472 0.1178 0.1730
C 3.06221 0.34424 2.86201 0.0044 -0.0621 -0.0467
C 1.68235 0.41701 2.83143 -0.2420 -0.1337 0.0362
C 0.96995 -0.22591 3.83711 0.0707 -0.1092 -0.0043
C 1.68461 -0.88253 4.82312 -0.0966 -0.0614 0.0041
C 3.07222 -0.88018 4.77391 0.0316 0.0015 0.0106
N 3.76330 -0.28249 3.80988 0.0631 0.1312 0.0795
H 1.36228 2.77528 -2.14801 -0.0013 0.0236 -0.0084
H 2.93224 1.96485 -2.33023 -0.1951 -0.0104 -0.1686
H 2.64812 3.00787 -0.94731 -0.0982 0.0630 -0.0304
H 1.05480 1.49621 0.01851 -0.0015 -0.0487 -0.0136
H 2.27217 -0.48280 0.50812 0.0356 -0.0460 -0.1108
H 3.19402 -0.46677 -0.96714 0.2361 0.1360 -0.1762
H 4.99517 1.60659 -1.14052 -0.0584 -0.0484 0.0423
H 6.50848 2.63931 0.87731 -0.0357 -0.0138 0.1565
H 5.31754 1.87520 3.03029 -0.0138 -0.1068 0.0567
H 1.14434 0.94137 2.05334 0.0831 0.0645 0.0203
H -0.11164 -0.20334 3.82844 0.0252 0.0772 0.0632
H 1.17642 -1.40413 5.62354 0.0112 0.0321 -0.0211
H 3.64770 -1.39199 5.53590 0.0495 0.0346 -0.0250
C -2.80499 1.59488 3.57281 -0.1849 0.0939 -0.1978
O -1.83877 0.86128 3.77005 0.0350 0.0911 -0.0018
N -3.93040 1.15727 2.94755 0.0939 -0.0209 -0.0379
N -2.83483 2.89495 3.97881 0.0973 -0.0283 -0.1062
H -4.72965 1.74386 2.78904 -0.0160 0.0018 0.0559
H -3.95738 0.20033 2.64620 -0.0340 -0.0174 -0.0140
H -2.02638 3.24921 4.45438 -0.0052 -0.0101 0.0287
H -3.62777 3.50434 3.84410 -0.0988 -0.0534 0.2131
C -2.85039 -2.07589 -4.35763 -0.0807 0.0718 -0.1838
O -2.05876 -2.98465 -4.17409 -0.0358 -0.0419 0.0837
N -4.10332 -2.28091 -4.88002 0.0186 -0.0695 0.1238
N -2.57534 -0.78071 -4.03723 -0.1071 0.1764 -0.0187
H -4.76750 -1.54235 -5.03599 0.0625 0.0575 -0.0564
H -4.34981 -3.22164 -5.12660 0.0379 0.0097 -0.0914
H -1.67943 -0.58226 -3.63607 -0.0765 0.0190 -0.1480
H -3.22959 -0.02900 -4.17451 -0.0153 -0.0091 -0.0606
C 4.63162 -3.26152 -1.46541 -0.3663 -0.4217 0.2541
O 4.71375 -2.04360 -1.66825 0.0770 0.2971 0.0737
N 4.77516 -3.79950 -0.21953 -0.0582 0.1958 0.0046
N 4.41719 -4.16872 -2.43740 -0.1217 0.1045 -0.0252
H 4.74752 -4.79847 -0.07690 0.0899 -0.0694 -0.1134
H 4.93912 -3.17810 0.54862 0.0051 0.0323 -0.0148
H 4.33329 -3.84537 -3.38221 -0.0412 0.0153 0.0037
H 4.35125 -5.15104 -2.19959 0.1897 0.0244 -0.1584
C -5.91914 3.07906 5.95537 0.0105 -0.0794 -0.0771
O -5.58271 3.98145 5.19565 -0.0117 0.0163 -0.0865
N -7.04680 3.11664 6.71047 0.0130 0.0691 0.0027
N -5.14690 1.95320 6.06153 -0.0862 0.0513 0.0756
H -7.30165 2.36443 7.32117 0.0515 -0.0376 -0.0134
H -7.64639 3.93025 6.65305 0.0299 0.1472 -0.1114
H -4.32174 1.96340 5.49437 0.1337 -0.1606 0.1113
H -5.35444 1.15934 6.63589 -0.0664 0.0354 0.0156
C -10.05627 5.38757 6.59419 -0.1055 0.0910 0.0010
O -8.85963 5.51292 6.37958 0.0160 -0.1781 0.0940
N -10.99698 5.78741 5.69213 0.0200 -0.0169 0.0162
N -10.54046 4.84523 7.75243 0.0351 -0.0573 -0.0741
H -11.98335 5.70273 5.84566 -0.0010 0.0074 0.0169
H -10.66671 6.19012 4.83528 0.0145 -0.0037 -0.0053
H -9.87319 4.56677 8.44638 0.0030 0.0484 0.0282
H -11.51774 4.73882 7.94638 -0.0064 0.0141 -0.0063
C 5.67359 -7.52457 -0.98726 0.1564 0.0372 -0.0513
O 4.86120 -6.59684 -1.06869 -0.3566 -0.1697 0.1172
N 6.97994 -7.27543 -0.77520 -0.2360 -0.0213 0.2963
N 5.28230 -8.82173 -1.11469 0.0235 0.0737 0.0240
H 7.67903 -7.98896 -0.69771 -0.0036 -0.0090 -0.0480
H 7.24024 -6.29879 -0.72572 0.2712 -0.1031 -0.2926
H 4.30945 -8.99979 -1.27792 -0.0135 0.0098 0.0010
H 5.91910 -9.59337 -1.05842 0.0181 0.0103 -0.0114
C 8.58164 -3.74151 -1.79176 -0.2161 0.1980 -0.0855
O 8.17804 -4.89195 -1.67742 0.1314 0.0138 0.1194
N 7.74391 -2.67120 -1.69929 0.2114 -0.2253 0.1012
N 9.89294 -3.46071 -2.03621 0.0683 -0.0077 0.0395
H 8.05026 -1.72387 -1.80736 -0.0161 -0.0009 -0.0554
H 6.76592 -2.85400 -1.55275 0.1455 0.2147 -0.0563
H 10.52296 -4.23634 -2.11699 0.0001 -0.0081 -0.0059
H 10.24746 -2.53013 -2.14485 -0.0160 0.0025 -0.0154
C -5.25360 -2.84396 -0.71284 0.1169 -0.0081 -0.0792
O -5.89373 -2.41726 0.23332 0.0125 0.0372 0.0583
N -4.66699 -4.08147 -0.70349 -0.0272 0.0083 0.0124
N -5.05808 -2.12636 -1.85884 -0.0158 -0.0262 0.1459
H -4.12671 -4.44061 -1.46805 0.0192 0.0287 -0.0056
H -4.78931 -4.64042 0.11902 -0.0149 -0.0038 0.0036
H -5.46727 -1.21209 -1.90203 -0.0273 -0.0026 -0.0046
H -4.53174 -2.46607 -2.64357 -0.1049 0.0052 0.0340
C -4.65736 2.41719 -5.60982 0.0833 0.1063 0.0437
O -5.36796 1.53766 -5.14409 0.1275 -0.2269 0.0275
N -3.83337 3.16935 -4.81802 0.0113 -0.0659 -0.0503
N -4.62864 2.71038 -6.94032 -0.0242 -0.0289 0.0420
H -3.23508 3.89552 -5.16410 0.0080 -0.0139 -0.0309
H -3.85061 2.97816 -3.83435 -0.0342 0.0443 0.0182
H -5.22976 2.17895 -7.54161 -0.0070 -0.0058 0.0007
H -4.04539 3.42231 -7.33668 0.0044 0.0112 0.0157
C 2.43051 4.16481 -5.65449 0.0636 0.0537 -0.0610
O 1.22714 4.00608 -5.73961 -0.0397 -0.0088 0.0785
N 3.32539 3.36283 -6.30809 -0.0248 -0.0447 0.0743
N 2.98656 5.16307 -4.89574 -0.0085 -0.1127 0.0955
H 4.31864 3.48139 -6.25554 0.0010 0.0376 -0.0306
H 2.95000 2.62783 -6.87782 -0.0100 0.0066 -0.0123
H 2.35690 5.77866 -4.41690 -0.0128 0.0306 -0.0411
H 3.97354 5.31748 -4.82138 0.0036 0.0315 -0.0585
```
Positions in Å, forces in eV/Å.

Computed properties:
E, eV: -85491.51466
Strongest force on any atom, Eh/bohr: 0.012
Net charge: +1
Gap between HOMO and LUMO, eV: 8.49
E_LUMO, eV: -2.37

Atomic partial charges in e from the Mulliken method, atoms 1 to 5:
1. C -1.463
2. C 0.382
3. I 0.166
4. C -1.641
5. N 0.615

---

ORCA calculation (wB97M-V/def2-TZVPD) on a structure of composition C10H14N2PSn in a non-equilibrium geometry.

```
28
Properties=species:S:1:pos:R:3:forces:R:3
C -2.25807 -1.91331 -1.66166 0.6963 0.0760 0.6356
C -2.10779 -2.28631 -2.96317 -1.0262 -1.0259 -1.1621
C -1.09031 -1.83288 -3.83261 -0.2166 0.4043 0.3721
C -0.21989 -0.74651 -3.57237 0.7413 0.3540 -1.5163
C -0.04245 -0.15610 -2.35645 -0.1735 -0.0647 0.4117
Sn -0.28251 -1.64531 -0.86880 -0.3194 0.9768 1.0424
P -1.81331 -1.64716 1.49192 0.0390 0.2133 0.7021
H -3.15208 -2.09713 -1.06252 0.0617 -0.6342 -0.5396
H -2.83541 -2.96648 -3.43001 0.0916 0.4591 0.0040
H -1.09407 -2.23654 -4.84954 0.0324 0.1198 0.3548
H 0.48664 0.78040 -2.18847 0.4745 -0.3888 -0.5519
H 0.31048 -0.36696 -4.45807 -0.3831 0.0116 0.2164
H -1.04763 -2.13629 2.59846 -0.5571 0.2535 -0.2677
H -2.88739 -2.59020 1.47705 0.3456 0.4014 0.1930
H -2.42844 -0.47704 2.05181 0.1886 -0.6815 -0.0653
N 2.64286 2.97975 3.04820 0.0660 0.1070 0.0783
C 1.93970 2.15673 2.23166 0.0638 0.0294 0.1019
C 1.06862 2.66404 1.24159 -0.2552 -0.5828 -0.3527
C 0.37227 1.76460 0.43390 0.5525 0.0301 0.5897
N 0.49144 0.42679 0.56876 -0.0501 -0.4563 0.0176
C 1.32268 -0.05860 1.51391 0.0752 0.9025 0.3274
C 2.06162 0.75544 2.35968 -0.3639 -0.2534 -0.3709
H 2.56921 3.98493 2.98744 -0.0377 -0.2966 -0.0542
H 3.25651 2.60876 3.75991 -0.1980 0.0692 -0.2429
H 0.94542 3.73731 1.10238 0.0202 -0.2767 0.0394
H -0.29963 2.13180 -0.34940 0.2133 -0.2025 0.3190
H 1.37822 -1.14637 1.61508 0.0508 0.3097 -0.1033
H 2.71332 0.31263 3.11133 -0.1322 0.1456 -0.1786
```
Positions in Å, forces in eV/Å.

Computed properties:
E, eV: -28686.87227
Strongest force on any atom, Eh/bohr: 0.036
Net charge: +1
Gap between HOMO and LUMO (spin up / spin down), eV: 6.26 / 6.25
E_LUMO (spin up / spin down), eV: -5.24 / -5.25

Atomic partial charges in e from the Mulliken method, atoms 1 to 5:
1. C -0.204
2. C -0.646
3. C -0.192
4. C -0.411
5. C -0.408

---

ORCA calculation (wB97M-V/def2-TZVPD) on a cluster of 6 separate species, CH14NO6 in total in a non-equilibrium geometry.

```
22
Properties=species:S:1:pos:R:3:forces:R:3
N -0.46655 -0.09309 -1.86727 -1.8160 3.3912 -0.7979
C -1.33586 0.82702 -0.98174 2.0365 -0.7881 1.2917
O -0.99989 0.49498 0.32661 -0.7346 0.1636 0.3751
H 0.44687 0.25630 -1.62189 0.3857 -0.9863 0.0560
H -0.65339 -1.05682 -1.67255 0.2495 -0.1912 0.5732
H -1.13364 1.94068 -1.03973 0.3501 -0.9912 -1.1292
H -2.39728 0.73192 -1.11283 -0.5565 -0.5712 -0.8438
H 1.94635 -1.11923 0.67172 -0.0342 -0.0843 -0.7229
H 2.40439 -2.11265 -0.34485 -0.0508 0.0720 -0.1169
O 2.62262 -1.22889 -0.03419 0.3933 0.0045 0.4176
H -4.60620 0.52457 0.04460 0.3916 -0.1106 0.1861
H -3.34224 -0.15221 0.67771 0.1223 0.2627 -0.2520
O -4.16050 -0.31945 0.18345 -0.3631 -0.1719 0.1093
H 0.28168 -1.18078 1.75122 0.0291 -0.6801 0.3193
H -0.31453 -0.75697 0.49507 -0.1628 -0.4610 -0.1308
O 0.16664 -1.63822 0.90457 -0.1837 1.1863 0.4171
H 4.12790 0.87055 -1.30961 0.2523 0.1249 -0.2530
H 4.29030 -0.40724 -0.62302 0.2132 -0.1381 -0.1932
O 4.80289 0.18817 -1.20559 -0.5143 0.0121 0.4135
H -0.62442 1.68747 1.56694 0.1030 0.1779 0.1559
H -0.60883 0.79772 2.64475 0.0225 0.1424 0.6305
O -0.44630 1.74617 2.54663 -0.1333 -0.3637 -0.5054
```
Positions in Å, forces in eV/Å.

Computed properties:
E, eV: -15040.21873
Strongest force on any atom, Eh/bohr: 0.076
Net charge: -1
Gap between HOMO and LUMO, eV: 8.32
E_LUMO, eV: 3.60

Atomic partial charges in e from the Mulliken method, atoms 1 to 5:
1. N -0.784
2. C -0.231
3. O -0.754
4. H 0.319
5. H 0.293

---

ORCA calculation (wB97M-V/def2-TZVPD) on a cluster of 2 separate species, C5H9NO2 in total in a non-equilibrium geometry.

```
17
Properties=species:S:1:pos:R:3:forces:R:3
C 1.30424 -0.00680 -0.99940 0.0034 -0.1637 -1.8182
C -1.48498 0.45851 -0.24750 1.3720 1.0841 -0.8184
C -3.59317 -0.42934 0.24230 -2.4200 0.3296 -1.6056
C 2.98400 -0.21850 0.79266 -3.5712 -3.3188 -0.0832
C -2.28607 -0.53223 -0.44235 -0.7173 -3.6228 -1.0052
N 2.26116 0.41392 -0.30211 0.0810 -0.1552 -0.1094
O -0.82158 1.40812 -0.15463 -0.4519 -0.1082 0.5038
O 2.76123 1.73925 -0.36329 0.1052 1.5480 -0.5872
H 1.04232 -1.10697 -1.01254 0.6603 1.1511 1.0020
H -4.55882 -0.25710 -0.36721 1.7235 -0.1186 0.2244
H -3.50719 0.39063 0.86563 -0.3534 1.8385 1.4992
H -3.88302 -1.22606 0.86470 0.1908 -1.4096 0.8077
H 3.93058 0.04500 0.99250 3.3995 1.6097 -0.0013
H 2.42132 -0.09753 1.73782 0.0838 -0.1192 -0.5588
H 3.00664 -1.30968 0.48607 -0.1160 1.1617 0.7396
H 2.48167 2.28430 -1.16935 -0.2455 -1.9547 1.2092
H -2.05832 -1.55553 -0.92331 0.2559 2.2482 0.6014
```
Positions in Å, forces in eV/Å.

Computed properties:
E, eV: -10909.89162
Strongest force on any atom, Eh/bohr: 0.095
Gap between HOMO and LUMO, eV: 8.94
E_LUMO, eV: 0.82

Atomic partial charges in e from the Mulliken method, atoms 1 to 5:
1. C -0.473
2. C 0.605
3. C -1.119
4. C -0.930
5. C -0.257

---

ORCA calculation (wB97M-V/def2-TZVPD) on an isolated molecule of C5H6O.

```
12
Properties=species:S:1:pos:R:3:forces:R:3
C 2.21174 -0.39811 0.10549 0.2375 0.0102 0.0330
C 0.90634 0.20663 0.31451 -0.0327 0.6236 0.4966
C -0.12762 0.78753 0.56152 0.5011 -0.3314 -0.1597
C -1.56304 0.81754 0.31573 -0.0950 -0.2422 -0.1851
C -1.69448 -0.44538 -0.63368 -0.4442 0.0346 -0.0103
O -2.69710 -0.91094 -1.09165 0.4426 0.4213 0.3397
H 2.93218 0.14255 0.71811 0.2154 -0.1152 -0.0455
H 2.52176 -0.33194 -0.94142 -0.0467 0.0481 0.1329
H 2.22603 -1.45360 0.39576 -0.0562 0.1842 0.0170
H -1.89859 1.73576 -0.18647 0.0166 -0.3164 0.0210
H -2.16694 0.69252 1.22490 0.0820 -0.0666 -0.2840
H -0.65028 -0.84257 -0.78280 -0.8205 -0.2503 -0.3556
```
Positions in Å, forces in eV/Å.

Computed properties:
E, eV: -7327.04179
Strongest force on any atom, Eh/bohr: 0.018
Gap between HOMO and LUMO, eV: 10.73
E_LUMO, eV: 0.83

Atomic partial charges in e from the Mulliken method, atoms 1 to 5:
1. C -1.233
2. C 0.223
3. C -0.044
4. C -0.295
5. C 0.096

---

ORCA calculation (wB97M-V/def2-TZVPD) on a cluster of 2 separate species, C4H7NO in total.

```
13
Properties=species:S:1:pos:R:3:forces:R:3
C -1.79780 -0.45446 0.66316 -0.4541 0.2658 0.2528
C -1.46751 0.75551 0.28535 0.3804 0.0778 0.0392
N -0.89523 1.78939 -0.04791 -0.3264 -0.6110 0.2274
H -1.44464 -0.76023 1.64060 -0.1673 -0.0335 0.0018
H -2.43195 -1.11566 0.08982 0.0484 0.1606 -0.0428
H 0.01684 1.40763 -0.40192 -0.4946 0.7405 -0.1984
C 0.59647 -0.84970 -0.93819 0.5530 -0.0924 -0.0830
C 1.34380 0.07303 -0.33490 0.3631 -0.6811 -0.4268
O 1.58075 -0.00236 1.00957 0.2461 0.0447 0.0548
H 0.31225 -1.75524 -0.41902 -0.2349 0.2126 0.0396
H 0.28568 -0.72112 -1.96867 0.3355 -0.1172 0.0389
H 1.86507 0.84625 -0.89974 -0.2529 0.1423 0.2111
H 2.03627 0.78695 1.32184 0.0036 -0.1091 -0.1146
```
Positions in Å, forces in eV/Å.

Computed properties:
E, eV: -7796.13184
Strongest force on any atom, Eh/bohr: 0.018
Gap between HOMO and LUMO, eV: 9.73
E_LUMO, eV: 0.72

Atomic partial charges in e from the Mulliken method, atoms 1 to 5:
1. C -0.864
2. C 0.648
3. N -0.707
4. H 0.284
5. H 0.310